Version a
Below is a cluster of 2 separate species, C10H16 in total, with properties calculated with ωB97M-V/def2-TZVPD.

Cartesian coordinates (Å):
C: 2.871 0.543 2.536
C: 0.102 -1.075 0.520
C: 1.224 -0.365 0.859
C: -0.684 -1.638 1.537
C: 1.667 -0.220 2.183
C: -0.256 -1.525 2.819
C: 0.932 -0.853 3.159
H: -0.279 -1.228 -0.611
H: 1.748 -0.050 0.087
H: -1.562 -2.231 1.298
H: -0.853 -1.814 3.687
H: 2.632 1.579 2.327
H: 3.719 0.091 1.933
H: 1.244 -0.673 4.158
H: 3.083 0.689 3.663
C: -1.259 1.426 -2.691
C: -0.693 0.454 -3.737
C: -2.233 0.674 -1.750
H: -0.386 1.862 -2.088
H: -1.652 2.322 -3.060
H: -1.674 -0.085 -4.121
H: -1.973 0.792 -0.714
H: -3.210 1.042 -1.921
H: -2.249 -0.437 -2.029
H: -0.298 1.018 -4.606
H: 0.041 -0.297 -3.438

The calculation puts the highest occupied orbital energy (alpha / beta) at 0.0479 / -0.2102 hartree. Its LUMO energy (alpha / beta) is 3.5 / 3.4 eV. The multiplicity is 2. As for the expectation value of S²: 0.750. As for the total charge: -1.

Version b
Below is a cluster of 2 separate species, C10H16 in total, with properties calculated with ωB97M-V/def2-TZVPD.

Cartesian coordinates (Å):
C: -2.543 1.639 -0.589
C: -2.851 0.247 -0.189
C: -2.483 2.883 0.269
H: -3.296 1.835 -1.498
H: -1.579 1.630 -1.112
H: -3.837 0.294 0.135
H: -2.734 -0.710 -0.844
H: -1.674 2.858 1.032
H: -2.187 -0.259 0.512
H: -3.349 3.138 0.879
H: -2.115 3.722 -0.331
C: 1.390 -3.156 -0.312
C: 1.651 1.023 0.476
C: 1.901 0.473 -0.819
C: 0.946 0.232 1.401
C: 1.662 -0.869 -1.099
C: 0.613 -1.131 1.076
C: 1.240 -1.727 -0.022
H: 2.204 1.878 0.989
H: 2.437 1.085 -1.580
H: 0.658 0.492 2.368
H: 1.923 -1.269 -2.061
H: -0.008 -1.696 1.667
H: 1.045 -3.277 -1.329
H: 0.870 -3.897 0.353
H: 2.482 -3.512 -0.331

The calculation puts the highest occupied orbital energy (alpha / beta) at 0.0327 / -0.1309 hartree. Its LUMO energy (alpha / beta) is 3.8 / 3.7 eV. The multiplicity is 2. As for the expectation value of S²: 0.760. As for the total charge: -1.

Version c
Below is a cluster of 2 separate species, C10H16 in total, with properties calculated with ωB97M-V/def2-TZVPD.

Cartesian coordinates (Å):
C: -1.342 0.540 -2.216
C: 1.634 -1.704 -1.849
C: 0.841 -0.737 -2.383
C: 1.298 -2.426 -0.734
C: -0.268 -0.373 -1.548
C: 0.310 -2.052 0.127
C: -0.502 -0.879 -0.256
H: 2.514 -2.086 -2.351
H: 0.982 -0.192 -3.332
H: 1.880 -3.266 -0.327
H: -0.033 -2.532 0.964
H: -0.918 0.743 -3.206
H: -1.250 1.615 -1.704
H: -1.306 -0.502 0.393
H: -2.398 0.039 -2.073
C: -0.580 1.725 2.003
C: -0.823 1.160 3.430
C: 0.067 3.134 1.994
H: -0.014 0.880 1.448
H: -1.437 1.709 1.421
H: -1.504 1.882 3.990
H: 0.711 3.193 1.151
H: -0.666 4.018 1.926
H: 0.676 3.316 2.901
H: -1.064 -0.022 3.337
H: 0.022 0.867 4.052

The calculation puts the highest occupied orbital energy (alpha / beta) at 0.0350 / -0.1310 hartree. Its LUMO energy (alpha / beta) is 3.5 / 3.5 eV. The multiplicity is 2. As for the expectation value of S²: 0.761. As for the total charge: -1.

The most stable of them is version a.

Version a
Below is the molecule C7H12N2O, with properties calculated with ωB97M-V/def2-TZVPD.

Cartesian coordinates (Å):
C: 1.042 -2.376 1.924
C: -0.854 -1.043 0.775
C: -1.468 0.077 -0.029
C: 0.393 -1.478 -0.087
C: -0.462 1.124 -0.551
C: 0.187 1.833 0.390
C: 0.377 2.170 -2.472
N: 1.094 -2.805 3.054
N: 1.069 -2.463 0.711
O: -0.385 1.108 -1.862
H: -0.433 -0.723 1.746
H: -1.457 -1.888 0.972
H: -1.999 -0.359 -0.981
H: -2.294 0.499 0.538
H: -0.067 -2.070 -0.909
H: 0.986 -0.648 -0.412
H: 1.861 -2.556 3.695
H: -0.200 1.551 1.281
H: 1.058 2.572 0.379
H: 1.443 2.059 -2.369
H: -0.073 3.248 -2.283
H: 0.183 2.166 -3.509

The calculation puts the highest occupied orbital energy at -0.3236 hartree. Its LUMO energy is 0.8 eV. The multiplicity is 1.

Version b
Below is a cluster of 2 separate species, C7H12N2O in total, with properties calculated with ωB97M-V/def2-TZVPD.

Cartesian coordinates (Å):
C: 0.799 -1.548 0.116
C: 0.153 -0.423 0.372
C: 2.295 -1.340 -0.375
C: 0.660 1.002 0.526
C: 2.710 0.057 -0.535
C: 2.226 0.937 0.553
C: -4.201 0.505 -0.630
N: -2.824 -0.004 -0.522
N: -2.477 -0.356 0.635
O: -2.996 -0.147 1.752
H: 0.503 -2.499 0.358
H: 2.866 -2.037 0.241
H: 2.357 -2.015 -1.299
H: 0.253 1.616 -0.288
H: 0.350 1.422 1.491
H: 3.831 0.093 -0.852
H: 2.044 0.452 -1.471
H: 2.515 1.976 0.507
H: 2.650 0.490 1.482
H: -4.667 -0.100 -1.423
H: -4.364 1.524 -0.921
H: -4.683 0.397 0.284

The calculation puts the highest occupied orbital energy (alpha / beta) at -0.2921 / -0.3409 hartree. Its LUMO energy (alpha / beta) is -1.1 / 0.3 eV. The multiplicity is 1.

The most stable of them is version a.

Version a
Below is a cluster of 11 separate species, C22H66O21 in total, with properties calculated with ωB97M-V/def2-TZVPD.

Cartesian coordinates (Å):
C: 1.482 -0.735 -1.735
C: 0.297 0.111 -1.133
O: 0.342 0.135 0.295
H: 1.502 -1.676 -1.185
H: 2.461 -0.281 -1.585
H: 1.319 -0.828 -2.809
H: -0.606 -0.396 -1.473
H: 0.252 1.129 -1.520
H: 1.086 0.673 0.578
C: 7.200 -1.114 -0.238
C: 7.147 0.309 -0.932
O: 6.373 1.169 -0.139
O: 7.767 -0.970 1.069
H: 7.901 -1.792 -0.725
H: 6.208 -1.560 -0.296
H: 6.751 0.346 -1.947
H: 8.157 0.715 -0.985
H: 6.375 2.044 -0.533
H: 7.911 -1.871 1.369
C: -1.988 4.865 2.566
C: -3.123 4.899 3.615
O: -3.195 6.231 4.167
O: -0.690 4.818 3.142
H: -2.115 5.671 1.843
H: -2.081 4.025 1.878
H: -3.017 4.120 4.369
H: -4.052 4.746 3.065
H: -2.656 6.270 4.960
H: -0.055 4.690 2.433
C: -3.008 -5.579 1.805
C: -2.002 -4.427 2.198
O: -1.237 -3.945 1.111
O: -2.218 -6.788 1.638
H: -3.519 -5.378 0.863
H: -3.770 -5.705 2.574
H: -1.309 -4.727 2.984
H: -2.655 -3.693 2.670
H: -0.801 -3.120 1.336
H: -1.623 -6.849 2.388
C: 2.602 5.101 -1.201
C: 3.496 4.546 -2.230
O: 4.770 5.071 -2.326
O: 2.802 4.612 0.122
H: 1.572 4.891 -1.491
H: 2.680 6.185 -1.122
H: 3.014 4.579 -3.207
H: 3.621 3.484 -2.024
H: 4.761 5.803 -2.947
H: 3.683 4.877 0.396
C: 3.487 -4.137 2.575
C: 2.713 -5.426 2.357
O: 2.162 -5.568 1.057
O: 2.493 -3.162 2.953
H: 4.089 -3.890 1.700
H: 4.198 -4.317 3.382
H: 1.994 -5.645 3.145
H: 3.355 -6.284 2.554
H: 1.344 -5.066 1.082
H: 2.944 -2.326 2.817
C: -6.257 -0.511 1.827
C: -4.988 0.215 2.373
O: -5.091 0.414 3.759
O: -6.391 -1.895 2.199
H: -6.171 -0.507 0.741
H: -7.161 0.082 1.965
H: -4.956 1.219 1.950
H: -4.091 -0.311 2.045
H: -5.019 -0.466 4.137
H: -7.125 -2.353 1.783
C: -1.193 -5.789 -3.000
C: -1.109 -7.362 -2.712
O: -2.313 -7.826 -2.246
O: -1.447 -5.544 -4.397
H: -0.297 -5.236 -2.718
H: -2.062 -5.416 -2.457
H: -0.355 -7.438 -1.929
H: -0.851 -7.959 -3.587
H: -2.269 -7.752 -1.290
H: -2.269 -5.979 -4.634
C: -5.858 5.832 -1.547
C: -5.225 4.686 -2.331
O: -3.930 4.387 -1.910
O: -6.402 5.415 -0.294
H: -6.731 6.258 -2.041
H: -5.198 6.665 -1.306
H: -5.184 5.020 -3.368
H: -5.909 3.838 -2.356
H: -3.691 3.571 -2.357
H: -6.294 6.136 0.331
C: 5.438 1.307 4.943
C: 4.026 1.668 4.402
O: 3.740 1.095 3.165
O: 6.423 1.602 3.963
H: 5.331 0.245 5.162
H: 5.620 1.954 5.801
H: 3.946 2.749 4.288
H: 3.248 1.326 5.085
H: 4.267 1.574 2.521
H: 6.364 0.928 3.281
C: -1.311 0.391 -5.869
C: -1.736 0.601 -7.347
O: -3.001 0.006 -7.609
O: -2.091 1.084 -4.911
H: -0.361 0.915 -5.764
H: -1.213 -0.649 -5.559
H: -0.986 0.184 -8.019
H: -1.813 1.662 -7.581
H: -3.647 0.318 -6.971
H: -3.004 0.788 -4.879

The calculation puts the highest occupied orbital energy at -0.3446 hartree. Its LUMO energy is 0.1 eV. The multiplicity is 1.

Version b
Below is a cluster of 11 separate species, C22H66O21 in total, with properties calculated with ωB97M-V/def2-TZVPD.

Cartesian coordinates (Å):
C: 4.536 1.236 0.239
C: 3.926 2.658 -0.147
O: 2.656 2.765 0.436
O: 3.989 0.264 -0.601
H: 4.310 0.957 1.271
H: 5.609 1.300 0.059
H: 3.861 2.776 -1.229
H: 4.624 3.450 0.140
H: 2.841 2.812 1.378
H: 3.043 0.183 -0.440
C: -3.089 0.003 3.502
C: -4.201 -0.893 2.912
O: -3.875 -2.242 2.806
O: -1.922 0.229 2.746
H: -2.817 -0.391 4.483
H: -3.527 0.995 3.638
H: -4.595 -0.536 1.957
H: -5.097 -0.939 3.538
H: -4.473 -2.652 2.177
H: -1.270 0.646 3.324
C: 0.028 2.717 3.180
C: -1.049 3.635 3.715
O: -0.391 4.559 4.642
O: 0.139 1.592 4.076
H: 0.945 3.197 2.840
H: -0.351 2.350 2.223
H: -1.939 3.187 4.157
H: -1.464 4.276 2.934
H: -1.102 5.077 5.028
H: 1.031 1.612 4.431
C: 5.055 -2.777 0.753
C: 3.767 -2.896 1.611
O: 3.964 -2.884 2.988
O: 5.854 -3.946 0.982
H: 5.634 -1.888 0.997
H: 4.692 -2.758 -0.275
H: 3.266 -3.850 1.431
H: 3.130 -2.070 1.292
H: 4.200 -3.765 3.286
H: 5.564 -4.641 0.387
C: -1.607 1.271 -5.729
C: -0.547 1.619 -4.751
O: 0.594 2.195 -5.430
O: -2.343 2.416 -6.211
H: -2.263 0.531 -5.264
H: -1.279 0.815 -6.663
H: -0.241 0.689 -4.269
H: -0.874 2.271 -3.938
H: 0.278 2.765 -6.137
H: -2.838 2.744 -5.454
C: -2.480 -3.470 -0.520
C: -1.718 -2.164 -0.932
O: -1.944 -1.754 -2.265
O: -2.153 -4.587 -1.346
H: -3.531 -3.175 -0.497
H: -2.187 -3.753 0.492
H: -0.654 -2.287 -0.719
H: -2.005 -1.337 -0.281
H: -1.199 -2.018 -2.812
H: -2.788 -4.697 -2.058
C: 0.208 -1.844 3.594
C: -0.335 -3.000 2.729
O: 0.476 -3.225 1.583
O: 1.314 -2.247 4.352
H: -0.606 -1.432 4.189
H: 0.498 -0.990 2.976
H: -1.246 -2.573 2.300
H: -0.549 -3.902 3.302
H: 0.177 -4.053 1.198
H: 1.923 -2.699 3.757
C: 0.072 4.711 -0.980
C: -0.664 4.442 -2.289
O: -1.524 5.564 -2.580
O: -0.840 4.657 0.120
H: 0.584 5.671 -0.936
H: 0.884 3.979 -0.956
H: -1.326 3.576 -2.214
H: 0.025 4.238 -3.108
H: -2.124 5.653 -1.834
H: -1.224 3.774 0.164
C: -3.823 1.078 -0.663
C: -3.621 2.360 0.147
O: -2.390 2.445 0.822
O: -3.091 1.003 -1.857
H: -4.876 0.948 -0.924
H: -3.562 0.230 -0.024
H: -4.428 2.495 0.871
H: -3.704 3.218 -0.521
H: -2.339 1.699 1.428
H: -2.913 0.102 -2.140
C: 2.162 -3.532 -2.149
C: 2.248 -4.555 -3.287
O: 2.897 -4.049 -4.408
O: 1.277 -2.457 -2.449
H: 3.136 -3.076 -1.963
H: 1.863 -4.100 -1.265
H: 1.247 -4.842 -3.617
H: 2.838 -5.421 -2.976
H: 2.736 -4.602 -5.175
H: 1.304 -1.887 -1.672
C: 0.294 0.796 -0.941
C: 0.368 0.018 0.357
O: 1.093 -1.154 0.112
H: 1.219 1.287 -1.241
H: -0.418 1.618 -0.853
H: -0.086 0.130 -1.718
H: -0.596 -0.305 0.756
H: 0.809 0.660 1.125
H: 0.907 -1.830 0.781

The calculation puts the highest occupied orbital energy at -0.3494 hartree. Its LUMO energy is 0.1 eV. The multiplicity is 1.

The most stable of them is version b.